The ion C6H14NO4S2 with charge -1. Source: OMol25; level of theory: the ωB97M-V functional and the def2-TZVPD basis.

```
27
Properties=species:S:1:pos:R:3:forces:R:3
C -0.6168 -2.1195 1.1929 3.826 1.519 -1.938
C -0.6196 1.8876 1.7178 0.317 0.138 -0.998
C 1.1644 0.1261 -2.2048 0.841 1.553 1.018
C 0.4605 -1.0027 0.6024 1.112 -1.005 2.470
C -1.1613 0.9204 0.6418 0.032 -2.149 -0.381
C 0.8251 0.9158 -0.8432 -0.686 -2.413 -1.302
N -0.1885 0.0899 -0.0904 0.208 0.086 -0.693
O -3.3935 2.0571 -0.1663 -1.609 0.410 0.878
O 3.4985 0.6814 -0.6357 0.340 -0.745 -0.232
O -2.3276 0.3994 -1.7145 -0.164 1.440 1.025
O 2.4284 2.7226 0.1683 -0.129 -0.121 0.360
S -2.1148 1.7493 -0.7524 0.789 0.489 -1.001
S 2.4158 1.2234 0.2076 -0.197 1.683 -0.413
H -1.3604 -1.5012 1.5860 -1.805 0.250 0.323
H -0.7923 -2.7363 0.2987 -0.739 -0.003 0.812
H -0.1306 -2.6298 2.0219 -0.019 -0.349 -0.240
H 0.5141 1.9828 1.4361 -2.315 1.022 0.599
H -1.3612 2.7469 1.6140 1.702 -0.264 0.393
H -0.6289 1.5779 2.7875 -0.362 -0.338 -0.897
H 0.6002 -0.8043 -2.3025 -0.432 0.437 -0.244
H 1.0481 0.8934 -3.0169 -0.093 -1.208 0.388
H 2.2289 -0.1745 -2.1677 -0.384 0.352 -0.085
H 1.2752 -1.5110 -0.0496 -1.604 0.924 0.749
H 1.0933 -0.5092 1.4621 -1.206 -1.365 -1.141
H -1.9775 0.2120 0.9088 0.376 0.642 0.563
H 0.2159 1.7750 -1.1170 1.018 0.668 0.098
H -1.6114 -0.0790 -1.2746 1.181 -1.653 -0.111
```
Forces are in eV/Å.

Computed properties:
total charge	-1
E	-37798.1084	eV
relative energy (zero: lowest compared OMol25 entry of this formula, charge and spin)	67.0	kcal per mole

Table of natural (NBO) atomic charges, one value per atom, all in e:
1. C -0.631
2. C -0.695
3. C -0.661
4. C -0.221
5. C -0.234
6. C -0.286
7. N -0.550
8. O -0.977
9. O -1.043
10. O -0.897
11. O -1.061
12. S 1.476
13. S 1.483
14. H 0.202
15. H 0.212
16. H 0.206
17. H 0.268
18. H 0.227
19. H 0.219
20. H 0.196
21. H 0.212
22. H 0.251
23. H 0.218
24. H 0.184
25. H 0.214
26. H 0.193
27. H 0.496